No. 1
Entry from OMol25: a 2-piece molecular cluster, C8H10 overall at a distorted geometry (ωB97M-V with the def2-TZVPD basis set).

Structure (ORCA input):
```
! wB97M-V def2-TZVPD RIJCOSX def2/J DEFGRID3
* xyz 0 1
C 1.3859 0.7797 1.1443
C 1.4498 1.4041 -0.0621
C 1.3538 0.6029 -1.2054
C 1.3547 -0.7876 -1.1537
C 1.6098 -1.3888 0.0196
C 1.7051 -0.6641 1.1340
H 1.3395 1.2953 2.1786
H 1.3128 2.5823 -0.4502
H 1.2776 1.0710 -2.1141
H 1.3329 -1.2786 -2.1140
H 1.5763 -2.4059 0.1568
H 1.5387 -1.0520 2.1660
C -2.7149 0.6123 -0.0283
C -3.1122 -0.6535 0.0694
H -2.8811 1.0433 0.9439
H -2.4237 1.1781 -1.0476
H -3.0361 -0.9580 1.0595
H -3.0689 -1.3805 -0.6969
*
```

Its orbital gap is 0.3741 hartree. As for the energy relative to the best compared isomer or geometry (same formula, charge and spin): 327.3 kJ/mol. As for the SMILES: c1ccccc1.C=C. The value obtained for the LUMO energy is 1.0121 eV. The total energy is -310.7110 hartree.

Löwdin population analysis, charges in e, atoms 1 to 6: C -0.0899; C -0.1303; C -0.1129; C -0.0915; C -0.1458; C -0.0875

No. 2
Entry from OMol25: a 2-piece molecular cluster, C5H14 overall at a distorted geometry (ωB97M-V with the def2-TZVPD basis set).

Structure (ORCA input):
```
! wB97M-V def2-TZVPD RIJCOSX def2/J DEFGRID3
* xyz 0 1
C -0.6353 2.7327 -0.5081
C -1.8733 1.7291 -0.8451
C -1.4663 0.2043 -0.8691
H 0.2552 2.2549 -0.0470
H -0.8675 3.3268 0.4014
H -0.3408 3.3229 -1.2942
H -2.6140 2.2127 -0.0913
H -2.2853 1.9740 -1.8859
H -2.2132 -0.3679 -1.3507
H -0.5136 0.0169 -1.4314
H -1.3689 -0.1075 0.1372
C 1.8925 -2.6413 0.2783
C 1.6866 -1.7450 1.6324
H 1.4796 -3.6006 0.7586
H 1.2756 -2.2029 -0.4657
H 2.9212 -2.8314 -0.1794
H 1.7656 -0.7343 1.1697
H 2.2798 -1.7757 2.6375
H 0.6220 -1.7678 1.9527
*
```

Its orbital gap is 0.4415 hartree. As for the energy relative to the best compared isomer or geometry (same formula, charge and spin): 189.2 kJ/mol. As for the SMILES: CCC.CC. The value obtained for the LUMO energy is 1.0713 eV. The total energy is -198.8171 hartree.

Löwdin population analysis, charges in e, atoms 1 to 6: C -0.1199; C -0.2634; C -0.1218; H 0.0614; H 0.0599; H 0.0162

No. 3
Entry from OMol25: C3H3CoLiO2 as an isolated structure at a distorted geometry (ωB97M-V with the def2-TZVPD basis set).

Structure (ORCA input):
```
! wB97M-V def2-TZVPD RIJCOSX def2/J DEFGRID3
* xyz 2 6
O -1.9746 -0.2542 -0.6785
Li -3.2981 -1.4621 -1.0110
C 0.7471 1.4666 0.5993
C 0.2354 0.1992 0.8241
O 1.9221 1.0145 -0.0130
C 1.4740 -0.3557 0.1679
H -0.4654 -0.2034 1.5564
H 1.3472 -0.8590 -0.8025
H 2.1700 -0.9239 0.8015
Co -2.1577 1.3780 -1.4441
*
```

Its orbital gap (spin up / spin down) is 0.3468 / 0.2756 hartree. The expectation value of S² is 8.785. The value obtained for the LUMO energy (spin up / spin down) is -9.7568 / -11.3452 eV. The total energy is -1655.9593 hartree.

Löwdin population analysis, charges in e, atoms 1 to 6: O -0.6931; Li 0.8313; C 0.2487; C 0.0782; O 0.0739; C -0.0517

No. 4
Entry from OMol25: C50H72Br25NO3P2 as an isolated structure at a distorted geometry (ωB97M-V with the def2-TZVPD basis set).

Structure (ORCA input):
```
! wB97M-V def2-TZVPD RIJCOSX def2/J DEFGRID3
* xyz 0 1
C 0.4624 8.7253 -6.3153
C 0.8166 7.3593 -5.7725
C -0.4479 6.3202 -5.5340
C -1.3542 5.6640 -6.7650
C -2.6215 4.6132 -6.4764
C -3.0192 4.2297 -4.9080
P -4.4693 3.0131 -4.6387
N -3.9617 1.5071 -5.0243
C -2.1402 4.8712 -3.6553
C -0.8602 5.8893 -4.0062
C -0.0164 6.4253 -2.6646
O 0.4049 7.6852 -2.5131
C 0.2020 5.2447 -1.4991
C 1.6093 4.9941 -0.6972
C 2.9642 5.9288 -0.9966
Br 4.3074 4.6873 -1.8938
C 3.6855 6.4470 0.3926
C 2.6617 7.1594 1.4573
C 1.7094 3.7600 0.4063
C 0.4517 2.7385 0.7536
C 0.6404 1.5020 1.8621
C -0.0554 1.5978 3.3656
C 0.1271 0.3289 4.4104
C 0.9725 -1.0293 4.0441
C 1.6960 -1.1384 2.5743
C 1.5096 0.1326 1.5095
C -0.9916 2.9900 -0.0536
P -2.4483 1.8056 0.3407
C -3.4251 2.7303 1.7501
O -3.4829 1.5460 -1.0511
C -1.0736 4.2214 -1.1500
C -2.4521 4.5253 -2.0483
O -3.6860 4.5379 -1.5343
H 0.1437 9.5891 -5.5638
H 0.4508 8.9400 -7.4725
H 1.9369 7.0430 -5.5065
H -1.0401 5.9553 -7.8691
H -3.1999 4.1606 -7.4152
H -5.5501 3.3355 -5.5346
H -4.9684 3.0929 -3.2889
H -4.1099 0.9455 -4.1414
H 2.7404 6.7805 -1.7741
H 4.5674 7.2057 0.1479
H 4.1738 5.5094 0.9303
H 2.5614 8.3070 1.2146
H 1.6124 6.6421 1.5540
H 3.1659 7.0948 2.5259
H 2.7223 3.5383 0.9842
H -0.6847 2.5237 3.7268
H -0.3555 0.3751 5.5012
H 1.0958 -1.9590 4.7788
H 2.2960 -2.1046 2.2908
H 2.0367 0.0373 0.4697
H -3.8859 1.9362 2.4917
H -4.2563 3.4562 1.2984
H -2.6542 3.3656 2.3888
H -4.4200 1.7023 -0.7231
Br 2.8698 -4.1099 1.4732
C 1.3962 -5.3837 1.5716
C 0.1565 -4.8383 0.9011
Br -0.7352 -3.5215 2.0303
H 1.2491 -5.6209 2.6289
H 1.7558 -6.2752 1.0504
H -0.5818 -5.6310 0.7518
H 0.3595 -4.3518 -0.0570
Br 1.1638 -11.1687 0.8411
C 0.3922 -9.5656 1.6404
C -0.6401 -8.9431 0.7291
Br 0.2057 -7.9652 -0.7313
H 1.2231 -8.8952 1.8771
H -0.0703 -9.9064 2.5709
H -1.2295 -8.1958 1.2676
H -1.3153 -9.6736 0.2750
Br -2.8846 7.2623 3.5502
C -1.4280 6.9296 4.8038
C -0.1488 6.5854 4.0764
Br -0.1805 4.7475 3.4242
H -1.7656 6.1429 5.4842
H -1.3147 7.8630 5.3621
H 0.7061 6.6307 4.7568
H 0.0456 7.2272 3.2126
Br 4.8658 -10.2962 -0.7971
C 5.3292 -11.9947 0.0421
C 5.1898 -13.1416 -0.9320
Br 3.3183 -13.6290 -1.1853
H 4.6950 -12.0973 0.9270
H 6.3700 -11.8812 0.3576
H 5.6672 -14.0430 -0.5376
H 5.5993 -12.9226 -1.9221
Br 8.9166 -11.9664 -2.0942
C 9.3801 -13.6649 -1.2550
C 9.2407 -14.8118 -2.2292
Br 7.3691 -15.2992 -2.4825
H 8.7459 -13.7675 -0.3701
H 10.4209 -13.5514 -0.9395
H 9.7181 -15.7132 -1.8347
H 9.6502 -14.5928 -3.2192
Br -3.2656 4.7512 -11.1811
C -1.4091 4.7153 -11.7776
C -0.4605 4.6076 -10.6061
Br -0.2698 6.3204 -9.6927
H -1.2508 5.6120 -12.3832
H -1.3332 3.8319 -12.4175
H 0.5470 4.3540 -10.9474
H -0.7790 3.8793 -9.8551
Br -3.7911 -12.7065 0.1484
C -2.1442 -13.2305 -0.7556
C -1.5677 -14.4911 -0.1537
Br -0.6732 -14.1196 1.5393
H -1.4653 -12.3748 -0.7038
H -2.4325 -13.3975 -1.7972
H -0.7900 -14.9067 -0.8006
H -2.3189 -15.2606 0.0444
Br -1.8270 1.2223 -9.0422
C -1.5941 0.4336 -10.8107
C -0.1808 -0.0653 -11.0049
Br 1.0458 1.4094 -11.3584
H -1.8907 1.1922 -11.5404
H -2.3045 -0.3969 -10.8474
H -0.1160 -0.7067 -11.8882
H 0.2115 -0.6061 -10.1392
Br -0.4555 4.2378 8.6984
C -2.3896 4.4651 8.5894
C -3.0383 3.2965 7.8843
Br -2.7860 3.4087 5.9535
H -2.5712 5.4244 8.0968
H -2.7277 4.5249 9.6276
H -4.1220 3.3110 8.0305
H -2.6464 2.3261 8.2015
Br -4.0713 2.9562 11.5804
C -2.6147 2.6235 12.8339
C -1.3355 2.2793 12.1065
Br -1.3672 0.4414 11.4543
H -2.9523 1.8368 13.5143
H -2.5014 3.5569 13.3923
H -0.4806 2.3246 12.7870
H -1.1411 2.9211 11.2427
Br 4.6809 6.3499 -6.4706
C 4.7745 6.5917 -8.4037
C 3.5701 5.9886 -9.0889
Br 3.7170 4.0465 -9.1942
H 5.7233 6.1599 -8.7340
H 4.8013 7.6745 -8.5538
H 3.5081 6.3255 -10.1274
H 2.6264 6.2102 -8.5828
Br -7.8290 2.9270 12.1314
C -8.4107 2.0998 13.7991
C -7.2760 2.0189 14.7940
Br -6.0506 0.5676 14.3503
H -8.8326 1.1243 13.5417
H -9.2074 2.7477 14.1750
H -7.6538 1.7768 15.7913
H -6.6801 2.9342 14.8483
*
```

Its orbital gap is 0.2177 hartree. The value obtained for the LUMO energy is -1.3281 eV. The total energy is -67260.7149 hartree.

Löwdin population analysis, charges in e, atoms 1 to 6: C -0.0295; C -0.1419; C -0.0721; C -0.0139; C -0.0214; C -0.2298

No. 5
Entry from OMol25: a 8-piece molecular cluster, H18NO7 overall at a distorted geometry (ωB97M-V with the def2-TZVPD basis set).

Structure (ORCA input):
```
! wB97M-V def2-TZVPD RIJCOSX def2/J DEFGRID3
* xyz 1 1
N -0.7028 -0.2647 0.7631
H -1.3658 -0.9747 0.5821
H -0.8508 0.1503 1.6421
H -0.6268 0.3703 -0.0159
H 0.1182 -0.7817 0.8981
O 2.2372 0.0223 -0.0729
H 2.0062 0.9293 0.0611
H 1.9392 0.0003 -0.9669
O -1.0838 2.1883 -2.2789
H -0.8338 2.8823 -1.7119
H -0.6588 2.4003 -3.0889
O -0.9398 2.7973 1.7261
H -0.7608 3.4983 2.3591
H -0.1018 2.8153 1.2381
O 0.6442 0.2433 3.6631
H 1.1692 1.0573 3.7151
H 1.2362 -0.4587 3.5681
O -1.9668 -2.2057 -1.3739
H -2.4828 -1.8787 -2.0909
H -1.6068 -3.0487 -1.5879
O 0.9712 -0.0707 -2.4279
H 0.4672 -0.8137 -2.7479
H 0.5872 0.7503 -2.6949
O 0.8012 -2.9917 0.5971
H 0.2412 -3.6247 0.2261
H 1.5642 -2.9917 0.0201
*
```

Its orbital gap is 0.4248 hartree. As for the energy relative to the best compared isomer or geometry (same formula, charge and spin): 243.4 kJ/mol. The value obtained for the LUMO energy is -3.2445 eV. The total energy is -591.9894 hartree.

Löwdin population analysis, charges in e, atoms 1 to 6: N 0.3616; H 0.1047; H 0.0942; H 0.1216; H 0.0641; O -0.0327

No. 6
Entry from OMol25: a 2-piece molecular cluster, C5H11N overall at a distorted geometry (ωB97M-V with the def2-TZVPD basis set).

Structure (ORCA input):
```
! wB97M-V def2-TZVPD RIJCOSX def2/J DEFGRID3
* xyz 0 1
C -3.9787 2.2602 -0.3191
C -2.7879 2.3524 0.2649
C -1.5435 1.6019 -0.0898
H -4.8135 2.7829 0.1259
H -4.1556 1.6844 -1.2197
H -2.6754 3.0655 1.0793
H -1.2403 1.8558 -1.1141
H -0.7073 1.5803 0.5919
H -1.9204 0.5927 -0.2982
C 2.9422 -2.3459 1.1947
N 2.3313 -2.4387 0.0947
C 2.7583 -1.5126 -0.9563
H 2.6596 -3.0101 2.0150
H 3.7621 -1.6783 1.4714
H 2.8487 -0.4742 -0.6662
H 2.1174 -1.7317 -1.8187
H 3.6791 -1.8972 -1.4261
*
```

Its orbital gap is 0.3830 hartree. As for the energy relative to the best compared isomer or geometry (same formula, charge and spin): 224.7 kJ/mol. As for the SMILES: C=CC.C=NC. The value obtained for the LUMO energy is 0.9909 eV. The total energy is -251.7770 hartree.

Löwdin population analysis, charges in e, atoms 1 to 6: C -0.0271; C -0.2558; C -0.1194; H 0.0452; H 0.0561; H 0.0864

- Which value of total energy does entry 1 give?
  -310.7110 hartree

- Which value of total energy does entry 1 give?
  -310.7110 hartree

- Among the records above, which one has the lowest total energy?
  C50H72Br25NO3P2